Record 1
Formula: C5H14
Source: OMol25
Level of theory: ωB97M-V/def2-TZVPD

* relative energy (zero: lowest compared OMol25 entry of this formula, charge and spin): 19.4 kcal/mol
* SMILES: CCC.CC
* molecular weight: 74.2 g mol⁻¹
* HOMO-LUMO gap: 12.272 eV
* F_max: 0.0453 hartree/bohr

Element x y z (Å)
1 C 0.20 0.86 -2.19
2 C -0.12 -0.63 -2.05
3 C -1.10 -0.96 -0.91
4 H 0.08 1.25 -3.19
5 H -0.36 1.46 -1.48
6 H 1.25 1.02 -1.93
7 H 0.79 -1.20 -1.82
8 H -0.38 -1.09 -2.99
9 H -2.06 -1.42 -1.11
10 H -1.52 -0.02 -0.49
11 H -0.63 -1.24 0.04
12 C -0.07 0.77 2.08
13 C 0.98 -0.30 2.45
14 H 0.22 1.02 1.05
15 H -1.09 0.43 2.19
16 H 0.02 1.69 2.66
17 H 0.68 -1.27 2.04
18 H 1.94 0.07 2.14
19 H 1.16 -0.44 3.52

=====

Record 2
Formula: C4H9NO
Source: OMol25
Level of theory: ωB97M-V/def2-TZVPD

* relative energy (zero: lowest compared OMol25 entry of this formula, charge and spin): 62.9 kcal/mol
* SMILES: C=C=NC.CO
* molecular weight: 87.1 g mol⁻¹
* HOMO-LUMO gap: 10.195 eV
* F_max: 0.0161 hartree/bohr

Element x y z (Å)
1 C -2.98 -0.05 -0.05
2 C -1.72 0.26 0.10
3 N -0.52 0.48 0.25
4 C 0.04 1.83 0.20
5 H -3.64 -0.08 0.82
6 H -3.38 -0.28 -1.03
7 H -0.72 2.59 -0.03
8 H 0.50 2.05 1.17
9 H 0.82 1.85 -0.56
10 C 2.17 -1.55 -0.38
11 O 1.62 -1.41 0.90
12 H 1.53 -2.14 -1.06
13 H 3.13 -2.06 -0.28
14 H 2.36 -0.57 -0.87
15 H 0.80 -0.91 0.80

=====

Record 3
Formula: C14H17CrN3O
Source: OMol25
Level of theory: ωB97M-V/def2-TZVPD

* charge: +2
* molecular weight: 295.3 g mol⁻¹
* 2S+1: 5
* HOMO-LUMO gap (alpha / beta): 8.330 / 8.198 eV
* F_max: 0.0429 hartree/bohr

Element x y z (Å)
1 Cr 0.59 0.64 -0.64
2 C 0.64 0.31 3.60
3 C 0.92 0.71 2.30
4 N 0.44 0.09 1.23
5 C -0.33 -1.01 1.44
6 C -0.61 -1.54 2.71
7 C -0.13 -0.82 3.82
8 C -1.31 -2.78 2.78
9 C -1.69 -3.44 1.65
10 C -1.45 -2.90 0.35
11 C -1.77 -3.54 -0.86
12 C -1.45 -2.91 -2.04
13 C -0.87 -1.64 -2.02
14 N -0.54 -1.01 -0.90
15 C -0.80 -1.65 0.27
16 H 1.04 0.87 4.43
17 H 1.57 1.57 2.12
18 H -0.35 -1.15 4.82
19 H -1.51 -3.21 3.75
20 H -2.18 -4.40 1.73
21 H -2.24 -4.51 -0.85
22 H -1.64 -3.39 -2.99
23 H -0.66 -1.12 -2.95
24 C -0.06 4.58 -2.05
25 C 0.72 3.37 -1.58
26 O 0.21 2.14 -2.16
27 H 0.30 5.48 -1.57
28 H -1.12 4.48 -1.81
29 H 0.06 4.70 -3.13
30 H 0.66 3.26 -0.48
31 H 1.77 3.46 -1.88
32 H -0.60 2.36 -2.64
33 N 2.83 0.77 -1.49
34 H 2.79 0.85 -2.50
35 H 3.30 -0.12 -1.29
36 H 3.46 1.50 -1.16

=====

Record 4
Formula: C2H2N2O2S
Source: OMol25
Level of theory: ωB97M-V/def2-TZVPD

* relative energy (zero: lowest compared OMol25 entry of this formula, charge and spin): 137.8 kcal/mol
* molecular weight: 118.1 g mol⁻¹
* HOMO-LUMO gap (alpha / beta): 7.545 / 6.784 eV
* F_max: 0.0825 hartree/bohr

Element x y z (Å)
1 C -2.47 0.27 -0.36
2 C 0.66 0.35 0.41
3 N -3.20 1.20 -0.43
4 N 1.62 -0.65 -0.02
5 O 1.79 -0.73 -1.22
6 O 2.28 -1.26 0.81
7 S -1.48 -1.01 -0.28
8 H 0.61 0.68 1.43
9 H 0.19 1.16 -0.33

=====

Record 5
Formula: C3H10OS
Source: OMol25
Level of theory: ωB97M-V/def2-TZVPD

* relative energy (zero: lowest compared OMol25 entry of this formula, charge and spin): 11.5 kcal/mol
* SMILES: CSC.CO
* molecular weight: 94.2 g mol⁻¹
* HOMO-LUMO gap: 9.811 eV
* F_max: 0.0091 hartree/bohr

Element x y z (Å)
1 C 1.27 -1.13 1.13
2 S -0.28 -1.18 0.22
3 C -1.41 -0.84 1.59
4 H 1.35 -1.96 1.83
5 H 1.35 -0.17 1.65
6 H 2.11 -1.20 0.45
7 H -2.38 -0.69 1.14
8 H -1.45 -1.69 2.26
9 H -1.06 0.05 2.11
10 C 0.16 1.50 -2.41
11 O -0.32 1.91 -1.15
12 H 1.26 1.50 -2.46
13 H -0.23 0.51 -2.67
14 H -0.19 2.21 -3.15
15 H -0.17 1.18 -0.53

=====

Record 6
Formula: C5H11O3Rh
Source: OMol25
Level of theory: ωB97M-V/def2-TZVPD

* charge: +1
* relative energy (zero: lowest compared OMol25 entry of this formula, charge and spin): 0.0 kcal/mol
* molecular weight: 222.0 g mol⁻¹
* 2S+1: 6
* HOMO-LUMO gap (alpha / beta): 7.295 / 7.564 eV
* F_max: 0.0707 hartree/bohr

Element x y z (Å)
1 O -2.18 0.10 1.59
2 C -1.26 1.02 2.02
3 C 0.03 0.24 2.30
4 O 0.40 -0.44 1.10
5 C 1.20 0.32 0.21
6 C 1.16 -0.34 -1.14
7 O -0.21 -0.46 -1.51
8 C -0.40 -0.93 -2.84
9 Rh -1.45 -1.01 0.14
10 H -0.88 1.99 1.64
11 H -0.14 -0.56 3.04
12 H 0.83 0.89 2.65
13 H 2.24 0.37 0.58
14 H 0.80 1.35 0.13
15 H 1.62 -1.34 -1.11
16 H 1.69 0.28 -1.88
17 H -1.45 -0.77 -3.10
18 H 0.25 -0.38 -3.53
19 H -0.17 -2.01 -2.90
20 H -2.07 1.69 2.62

=====

Record 7
Formula: C2H6OS
Source: OMol25
Level of theory: ωB97M-V/def2-TZVPD

* relative energy (zero: lowest compared OMol25 entry of this formula, charge and spin): 24.8 kcal/mol
* SMILES: C=O.CS
* molecular weight: 78.1 g mol⁻¹
* HOMO-LUMO gap: 9.953 eV
* F_max: 0.0315 hartree/bohr

Element x y z (Å)
1 C 1.66 -0.22 0.54
2 O 2.17 -0.65 -0.45
3 H 1.70 -0.65 1.56
4 H 1.14 0.75 0.56
5 C -1.19 0.40 -0.87
6 S -1.49 -0.58 0.65
7 H -0.27 0.97 -0.89
8 H -1.20 -0.32 -1.68
9 H -2.05 1.07 -0.91
10 H -0.46 -0.77 1.49

=====

Record 8
Formula: C13H25FeN6O5S2Se
Source: OMol25
Level of theory: ωB97M-V/def2-TZVPD

* charge: -1
* relative energy (zero: lowest compared OMol25 entry of this formula, charge and spin): 58.7 kcal/mol
* molecular weight: 544.3 g mol⁻¹
* 2S+1: 5
* HOMO-LUMO gap (alpha / beta): 6.465 / 6.608 eV
* F_max: 0.0062 hartree/bohr

Element x y z (Å)
1 Fe -0.79 0.58 -0.41
2 O -2.35 -1.15 -0.39
3 S -1.20 -1.71 -1.17
4 O -1.42 -3.00 -1.76
5 O -0.87 -0.62 -2.17
6 O -0.05 -1.65 -0.20
7 C -0.27 3.23 4.31
8 N -0.12 1.79 4.14
9 C -0.83 0.97 5.10
10 C 0.34 1.34 2.95
11 N 0.20 0.12 2.46
12 N 1.09 2.21 2.24
13 C 1.33 2.18 0.80
14 N 2.00 3.39 0.47
15 N 1.05 1.25 0.05
16 H -0.88 3.41 5.18
17 H -0.77 3.68 3.45
18 H 0.70 3.73 4.48
19 H -0.75 1.45 6.07
20 H -0.37 -0.01 5.18
21 H -1.89 0.87 4.85
22 H -1.14 -1.24 1.73
23 H 1.37 3.05 2.72
24 H 1.49 4.21 0.79
25 H 2.09 3.43 -0.53
26 H 2.11 -0.36 -1.03
27 Se 2.49 -1.62 -1.66
28 C 4.20 -0.99 -2.21
29 C 5.03 -1.81 -2.98
30 C 6.28 -1.34 -3.36
31 N 6.76 -0.14 -3.04
32 C 5.96 0.64 -2.31
33 C 4.70 0.27 -1.88
34 H 4.72 -2.80 -3.28
35 H 6.93 -1.97 -3.96
36 H 6.34 1.62 -2.05
37 H 4.10 0.95 -1.28
38 C -4.88 0.84 0.45
39 C -3.93 0.66 1.62
40 S -2.79 2.04 1.85
41 O -1.80 1.90 0.60
42 C -0.81 -0.91 2.72
43 C -0.23 -2.12 3.44
44 H -5.51 -0.05 0.33
45 H -4.32 0.97 -0.47
46 H -5.52 1.71 0.60
47 H -3.32 -0.23 1.46
48 H -4.45 0.55 2.57
49 H -1.67 -0.48 3.21
50 H 0.64 0.06 1.53
51 H -1.01 -2.87 3.58
52 H 0.19 -1.87 4.42
53 H 0.56 -2.56 2.84

=====

Record 9
Formula: C7H13ClNOPS
Source: OMol25
Level of theory: ωB97M-V/def2-TZVPD

* relative energy (zero: lowest compared OMol25 entry of this formula, charge and spin): 35.1 kcal/mol
* molecular weight: 225.7 g mol⁻¹
* HOMO-LUMO gap: 8.056 eV
* F_max: 0.0736 hartree/bohr

Element x y z (Å)
1 C -0.29 0.05 -1.43
2 C -1.30 -0.87 -2.05
3 C -2.68 -0.48 -1.72
4 C 1.66 1.66 0.06
5 C -0.07 1.26 1.84
6 C 1.77 -0.45 1.30
7 C 0.81 0.62 0.76
8 N 0.01 -0.13 -0.21
9 O -1.06 -1.66 -2.93
10 P -0.82 -2.13 0.18
11 S -0.71 -2.78 2.03
12 Cl 0.70 -3.08 -0.81
13 H 0.07 0.98 -1.97
14 H -3.32 -1.39 -1.70
15 H -2.96 0.22 -2.48
16 H -2.75 0.17 -0.83
17 H 2.55 2.04 0.77
18 H 2.14 1.26 -0.82
19 H 1.05 2.53 -0.21
20 H -0.55 2.06 1.30
21 H 0.47 1.80 2.55
22 H -0.68 0.54 2.25
23 H 2.15 -0.15 2.18
24 H 1.34 -1.50 1.39
25 H 2.46 -0.57 0.55

=====

Record 10
Formula: C3H2O2
Source: OMol25
Level of theory: ωB97M-V/def2-TZVPD

* relative energy (zero: lowest compared OMol25 entry of this formula, charge and spin): 94.4 kcal/mol
* molecular weight: 70.0 g mol⁻¹
* HOMO-LUMO gap (alpha / beta): 7.941 / 7.938 eV
* F_max: 0.0594 hartree/bohr

Element x y z (Å)
1 C -0.43 0.21 0.22
2 C -0.44 -1.11 -0.23
3 C 0.95 0.47 -0.42
4 O -0.17 1.20 -0.72
5 O -0.74 -2.25 -0.18
6 H -0.89 0.57 1.14
7 H 1.73 0.92 0.19

=====

Record 11
Formula: C41H60BF4GeN4O2Ti
Source: OMol25
Level of theory: ωB97M-V/def2-TZVPD

* charge: +1
* relative energy (zero: lowest compared OMol25 entry of this formula, charge and spin): 17.0 kcal/mol
* molecular weight: 848.2 g mol⁻¹
* HOMO-LUMO gap: 6.896 eV
* F_max: 0.0233 hartree/bohr

Element x y z (Å)
1 Ti 0.35 0.39 0.08
2 C -0.21 -0.55 -3.94
3 C -0.80 -0.40 -2.56
4 O -0.02 -0.72 -1.52
5 C -2.08 -0.01 -2.39
6 C -2.67 0.10 -1.09
7 C -4.14 -0.08 -0.94
8 N -1.88 0.27 -0.06
9 N -2.47 0.34 1.17
10 C -1.56 0.40 2.09
11 O -0.29 0.24 1.75
12 C -1.89 0.73 3.48
13 C -3.14 0.44 4.02
14 C -3.42 0.82 5.32
15 C -2.47 1.50 6.08
16 C -1.23 1.80 5.53
17 C -0.93 1.41 4.24
18 H -0.14 0.44 -4.40
19 H -0.86 -1.16 -4.57
20 H 0.78 -0.98 -3.89
21 H -2.70 0.16 -3.25
22 H -4.67 0.38 -1.78
23 H -4.50 0.32 0.00
24 H -4.36 -1.15 -0.97
25 H -3.87 -0.08 3.42
26 H -4.38 0.58 5.76
27 H -2.70 1.81 7.09
28 H -0.48 2.32 6.12
29 H 0.03 1.63 3.79
30 C 1.76 1.87 -4.27
31 C 1.44 2.86 -3.14
32 C 1.99 4.25 -3.48
33 C -0.04 3.01 -2.83
34 C -0.91 3.44 -3.83
35 C -2.21 3.82 -3.55
36 C -2.65 3.84 -2.23
37 C -1.83 3.39 -1.21
38 C -2.23 3.60 0.24
39 C -1.69 4.96 0.72
40 C -3.73 3.54 0.49
41 C -0.57 2.88 -1.53
42 N 0.24 2.27 -0.51
43 C 1.20 3.01 0.04
44 C 2.06 2.49 0.98
45 C 3.04 3.12 1.78
46 C 3.50 2.15 2.62
47 C 2.81 0.93 2.33
48 N 1.95 1.14 1.32
49 C 3.09 -0.30 3.17
50 C 4.60 -0.59 3.10
51 C 2.69 0.03 4.62
52 C 2.35 -1.58 2.77
53 H 1.72 0.84 -3.91
54 H 2.77 2.06 -4.64
55 H 1.07 1.98 -5.11
56 H 1.96 2.51 -2.25
57 H 1.57 4.63 -4.41
58 H 3.08 4.21 -3.59
59 H 1.76 4.97 -2.70
60 H -0.54 3.52 -4.85
61 H -2.86 4.15 -4.35
62 H -3.63 4.25 -2.01
63 H -1.73 2.84 0.85
64 H -2.08 5.77 0.09
65 H -0.60 5.00 0.67
66 H -1.99 5.14 1.75
67 H -4.21 4.47 0.20
68 H -3.92 3.38 1.56
69 H -4.20 2.72 -0.06
70 H 1.29 4.06 -0.24
71 H 3.34 4.15 1.73
72 H 4.26 2.26 3.38
73 H 5.19 0.19 3.58
74 H 4.92 -0.68 2.06
75 H 4.82 -1.53 3.61
76 H 3.11 0.98 4.95
77 H 3.07 -0.76 5.28
78 H 1.61 0.07 4.72
79 H 2.78 -2.02 1.88
80 H 1.29 -1.38 2.62
81 H 2.45 -2.31 3.58
82 C 0.87 -5.12 1.59
83 C -0.53 -4.82 2.11
84 C -1.45 -4.17 1.07
85 C -0.94 -2.81 0.56
86 Ge 0.18 -2.97 -1.07
87 C -0.74 -3.59 -2.71
88 C -0.64 -5.11 -2.93
89 C 0.55 -5.54 -3.79
90 C 1.92 -5.23 -3.18
91 H 1.43 -5.70 2.32
92 H 1.43 -4.20 1.41
93 H 0.82 -5.70 0.66
94 H -0.46 -4.16 2.98
95 H -1.00 -5.75 2.44
96 H -2.43 -4.02 1.52
97 H -1.59 -4.87 0.24
98 H -0.36 -2.30 1.33
99 H -1.78 -2.18 0.30
100 H 1.57 -3.56 -0.84
101 H -0.32 -3.07 -3.58
102 H -1.78 -3.28 -2.61
103 H -1.55 -5.44 -3.43
104 H -0.60 -5.64 -1.97
105 H 0.48 -5.06 -4.76
106 H 0.47 -6.62 -3.96
107 H 2.10 -4.16 -3.11
108 H 2.71 -5.66 -3.80
109 H 2.00 -5.67 -2.18
110 F 2.29 0.50 -1.35
111 B 2.72 -0.82 -1.08
112 F 3.98 -0.91 -0.61
113 F 2.44 -1.66 -2.15
114 F 1.75 -1.22 0.01

=====

Record 12
Formula: H26O13
Source: OMol25
Level of theory: ωB97M-V/def2-TZVPD

* relative energy (zero: lowest compared OMol25 entry of this formula, charge and spin): 121.0 kcal/mol
* molecular weight: 234.2 g mol⁻¹
* HOMO-LUMO gap: 10.065 eV
* F_max: 0.0971 hartree/bohr

Element x y z (Å)
1 H -1.20 -0.46 -0.57
2 H -0.25 0.48 0.09
3 H -3.30 -1.98 -3.07
4 H -2.14 -2.28 -2.10
5 H -2.92 1.28 5.05
6 H -3.65 0.80 3.71
7 H -0.69 -4.43 -3.12
8 H -1.54 -3.21 -3.71
9 H 2.71 1.47 2.99
10 H 4.00 1.57 2.20
11 H -0.46 2.36 -2.99
12 H 0.89 2.33 -2.10
13 H 0.74 3.76 1.81
14 H -0.14 4.75 2.54
15 H 1.29 -2.78 1.56
16 H 2.49 -2.45 0.89
17 H 1.28 3.52 -0.92
18 H 0.63 4.72 -1.70
19 H 3.75 -0.53 -0.60
20 H 4.74 -1.49 0.21
21 H -3.69 1.83 -2.22
22 H -4.75 2.69 -2.94
23 H -1.00 -4.37 4.17
24 H -0.57 -3.57 2.92
25 H 2.25 -3.33 -2.11
26 H 2.24 -2.23 -1.05
27 O -0.89 -0.14 0.29
28 O -2.78 -1.68 -2.29
29 O -3.77 1.24 4.60
30 O -1.38 -3.80 -2.91
31 O 3.04 1.59 2.11
32 O 0.08 2.85 -2.42
33 O 0.41 4.63 1.76
34 O 1.98 -2.08 1.53
35 O 1.31 4.48 -1.12
36 O 4.14 -1.42 -0.47
37 O -4.14 2.70 -2.20
38 O -1.36 -3.77 3.46
39 O 2.62 -3.04 -1.27

=====

Please write out number 3 again, unchanged.
Formula: C14H17CrN3O
Source: OMol25
Level of theory: ωB97M-V/def2-TZVPD

* charge: +2
* molecular weight: 295.3 g mol⁻¹
* 2S+1: 5
* HOMO-LUMO gap (alpha / beta): 8.330 / 8.198 eV
* F_max: 0.0429 hartree/bohr

Element x y z (Å)
1 Cr 0.59 0.64 -0.64
2 C 0.64 0.31 3.60
3 C 0.92 0.71 2.30
4 N 0.44 0.09 1.23
5 C -0.33 -1.01 1.44
6 C -0.61 -1.54 2.71
7 C -0.13 -0.82 3.82
8 C -1.31 -2.78 2.78
9 C -1.69 -3.44 1.65
10 C -1.45 -2.90 0.35
11 C -1.77 -3.54 -0.86
12 C -1.45 -2.91 -2.04
13 C -0.87 -1.64 -2.02
14 N -0.54 -1.01 -0.90
15 C -0.80 -1.65 0.27
16 H 1.04 0.87 4.43
17 H 1.57 1.57 2.12
18 H -0.35 -1.15 4.82
19 H -1.51 -3.21 3.75
20 H -2.18 -4.40 1.73
21 H -2.24 -4.51 -0.85
22 H -1.64 -3.39 -2.99
23 H -0.66 -1.12 -2.95
24 C -0.06 4.58 -2.05
25 C 0.72 3.37 -1.58
26 O 0.21 2.14 -2.16
27 H 0.30 5.48 -1.57
28 H -1.12 4.48 -1.81
29 H 0.06 4.70 -3.13
30 H 0.66 3.26 -0.48
31 H 1.77 3.46 -1.88
32 H -0.60 2.36 -2.64
33 N 2.83 0.77 -1.49
34 H 2.79 0.85 -2.50
35 H 3.30 -0.12 -1.29
36 H 3.46 1.50 -1.16

=====

> F_max of number 6 (C5H11O3Rh)?

0.0707 hartree/bohr

=====

> What is the formula in the tenth record?

C3H2O2